(1)
# C51H42N4O5Os

A structure of composition C51H42N4O5Os in a non-equilibrium geometry (ωB97M-V/def2-TZVPD, the OMol25 dataset).

Last column: Mulliken spin population.
Cartesian coordinates (Å):
Os -0.2870 -0.2587 -0.8442  1.557
O -0.2005 2.1874 -1.0950  0.007
C -1.3658 2.6997 -1.8505  0.001
C -2.5178 1.6677 -1.7261  0.050
C -2.5665 0.3885 -2.5189  0.029
C -3.6990 0.1492 -3.2856  0.010
C -3.8674 -1.0686 -3.9155  -0.005
C -2.8680 -2.0140 -3.7625  0.008
C -1.7508 -1.7297 -2.9943  -0.008
C -0.6863 -2.7851 -2.8860  0.048
C -0.4188 -3.2324 -1.4233  0.070
O 0.1728 -2.1963 -0.7274  -0.034
C -1.7195 -3.6988 -0.7555  0.010
C -2.5282 -2.7863 -0.0925  0.023
C -3.6547 -3.1997 0.5953  0.011
C -3.9909 -4.5406 0.6399  0.001
C -3.2010 -5.4544 -0.0352  0.001
C -2.0807 -5.0400 -0.7347  -0.002
C 0.6289 -4.3429 -1.3191  -0.006
C 1.2931 -4.9270 -2.3858  0.002
C 2.3132 -5.8396 -2.1568  0.000
C 2.6859 -6.1717 -0.8677  0.000
C 2.0297 -5.5843 0.2016  0.001
C 1.0131 -4.6795 -0.0235  -0.005
N -1.6012 -0.5404 -2.3553  -0.025
C -1.9423 3.9883 -1.2560  0.000
C -2.0106 5.1714 -1.9794  0.001
C -2.5744 6.3069 -1.4189  0.000
C -3.0795 6.2782 -0.1334  0.000
C -3.0323 5.0968 0.5877  0.001
C -2.4755 3.9620 0.0333  0.004
C -0.7911 2.9173 -3.2457  0.013
C -1.3113 2.3637 -4.4063  -0.012
C -0.7118 2.5979 -5.6341  0.000
C 0.3998 3.4138 -5.7328  0.001
C 0.9251 3.9814 -4.5826  0.001
C 0.3450 3.7223 -3.3556  -0.002
H -3.4410 2.2118 -1.9316  0.003
H -2.5462 1.3713 -0.6714  -0.018
H -4.4551 0.9121 -3.3762  0.000
H -4.7530 -1.2771 -4.4924  0.000
H -2.9605 -2.9796 -4.2334  0.000
H 0.2621 -2.3819 -3.2610  -0.007
H -0.9855 -3.6435 -3.4887  0.004
H -2.2538 -1.7388 -0.0858  0.062
H -4.2577 -2.4711 1.1149  -0.001
H -4.8483 -4.8715 1.2094  0.000
H -3.4463 -6.5045 0.0016  0.000
H -1.4714 -5.7729 -1.2432  0.000
H 1.0334 -4.6817 -3.4051  0.000
H 2.8303 -6.2795 -2.9978  0.000
H 3.4859 -6.8773 -0.6950  0.000
H 2.3170 -5.8200 1.2142  0.000
H 0.5131 -4.1984 0.8029  0.002
H -1.6200 5.2251 -2.9848  0.001
H -2.6118 7.2201 -1.9938  0.000
H -3.4946 7.1720 0.3079  0.000
H -3.4268 5.0633 1.5921  0.000
H -2.4196 3.0613 0.6260  -0.006
H -2.2037 1.7655 -4.3764  -0.002
H -1.1258 2.1372 -6.5187  0.000
H 0.8463 3.6223 -6.6938  0.000
H 1.7857 4.6338 -4.6377  0.000
H 0.7565 4.1938 -2.4741  0.002
C 5.7413 3.4427 4.0970  0.005
O 4.4068 3.3194 4.5167  0.024
C 3.9251 2.0973 4.8933  0.166
C 2.5296 2.0181 4.9490  -0.098
C 1.9072 0.8412 5.2543  0.148
C 2.6655 -0.3221 5.5324  -0.012
C 4.0679 -0.2108 5.5525  0.177
C 4.6870 0.9737 5.2116  -0.071
N 2.0893 -1.5328 5.6733  0.519
N 0.8542 -1.7108 5.3798  0.547
C 0.2556 -1.4523 4.2327  0.005
C -1.1499 -1.3126 4.2038  0.203
C -1.7892 -0.7333 3.1428  -0.140
C -1.0947 -0.3109 1.9864  0.287
O -1.6779 0.2937 1.0048  0.296
C 0.3038 -0.6201 1.9140  0.029
N 0.9402 -0.3510 0.7389  0.068
C 2.2130 -0.7067 0.6131  -0.087
C 2.9322 -1.3439 1.6111  0.102
C 2.3090 -1.6144 2.8151  -0.064
C 0.9839 -1.2263 3.0005  0.070
H 5.7981 4.4034 3.5828  0.000
H 6.0178 2.6451 3.4005  -0.002
H 6.4417 3.4498 4.9388  0.001
H 1.9653 2.9059 4.7134  -0.004
H 0.8290 0.7908 5.2680  0.006
H 4.6576 -1.0881 5.7697  0.001
H 5.7657 1.0168 5.1768  -0.004
H -1.6952 -1.5793 5.0957  0.003
H -2.8554 -0.5693 3.1757  -0.004
H 2.6847 -0.5179 -0.3460  0.011
H 3.9523 -1.6448 1.4303  0.003
H 2.8420 -2.1473 3.5888  -0.001
C 2.0402 2.5260 -0.3879  0.033
C 0.6302 3.0506 -0.4436  0.000
O 0.3008 4.1138 -0.0024  0.001
H 2.6376 3.1713 0.2506  0.000
H 2.4576 2.5287 -1.3944  -0.002
H 2.0476 1.5120 -0.0059  -0.010

Cartesian forces, eV/Å:
Os 0.973 -0.110 -0.040
O -0.899 -0.957 0.021
C -0.365 0.233 -0.478
C 0.293 -0.146 0.037
C -0.298 0.031 -0.091
C -0.017 -0.238 -0.122
C 0.301 0.053 0.250
C -0.200 0.297 -0.070
C 0.122 -0.187 -0.267
C 0.258 0.028 0.560
C -0.174 -0.444 -0.653
O -0.357 1.658 0.270
C 0.086 0.065 0.097
C 0.129 0.127 -0.070
C -0.076 0.061 0.033
C -0.027 -0.010 0.031
C -0.087 -0.168 -0.026
C -0.052 0.029 -0.103
C 0.067 0.128 -0.150
C -0.213 0.072 0.067
C 0.177 -0.128 -0.068
C 0.079 -0.071 -0.142
C -0.081 0.070 0.122
C 0.037 -0.042 -0.054
N -1.330 -0.135 -0.726
C -0.142 0.134 0.061
C 0.003 -0.253 -0.077
C -0.070 0.138 0.075
C 0.054 0.126 -0.112
C -0.016 -0.153 0.074
C -0.096 0.026 -0.094
C 0.096 -0.036 -0.051
C -0.095 0.153 0.209
C 0.055 0.057 -0.185
C -0.042 -0.032 -0.046
C 0.065 0.025 0.102
C -0.011 0.009 -0.057
H 0.100 -0.031 -0.002
H -0.087 0.139 -0.003
H -0.043 0.156 0.052
H -0.111 -0.038 -0.098
H 0.089 -0.109 0.009
H -0.071 -0.073 -0.050
H 0.031 0.079 -0.042
H -0.125 -0.020 0.106
H -0.066 0.109 0.074
H -0.053 -0.023 -0.007
H -0.038 -0.145 -0.027
H 0.089 -0.074 -0.009
H -0.040 0.051 -0.088
H 0.022 -0.061 -0.061
H 0.049 -0.046 -0.007
H 0.043 -0.067 0.141
H -0.044 0.025 0.139
H -0.019 -0.007 -0.020
H 0.004 0.079 -0.061
H -0.077 0.058 0.027
H -0.006 -0.028 0.104
H 0.042 -0.151 0.076
H -0.047 -0.080 -0.026
H -0.061 0.003 -0.088
H 0.043 -0.045 -0.074
H 0.040 0.012 -0.014
H 0.022 0.070 -0.044
C 0.266 0.021 -0.072
O -0.295 -0.179 0.136
C -0.171 0.078 -0.063
C 0.266 0.188 -0.067
C 0.111 -0.167 0.106
C -0.069 1.143 0.042
C -0.394 -0.165 -0.040
C 0.230 0.440 -0.110
N 1.161 -1.557 -0.181
N -1.187 0.527 0.718
C 0.315 -0.277 -0.271
C -0.024 0.052 0.156
C 0.097 0.053 -0.270
C -0.140 -0.010 0.269
O 0.118 -0.115 -0.744
C 0.324 -0.114 0.544
N 0.865 -0.303 1.151
C 0.210 -0.054 -0.105
C -0.194 -0.073 0.403
C 0.325 0.014 -0.427
C -0.254 0.191 -0.269
H 0.080 -0.109 0.060
H 0.002 0.009 0.022
H -0.052 -0.067 -0.010
H -0.105 0.132 -0.016
H -0.053 0.002 0.024
H 0.023 -0.116 0.056
H 0.081 0.027 0.037
H -0.045 -0.040 0.106
H -0.118 0.043 -0.040
H -0.171 -0.010 0.011
H 0.055 0.003 -0.031
H -0.053 0.037 0.065
C -0.168 0.057 0.126
C 1.007 0.452 0.719
O 0.183 -0.338 -0.199
H -0.078 0.017 0.013
H -0.039 -0.075 -0.106
H 0.058 0.095 -0.072

- HOMO-LUMO gap (alpha / beta) (eV) = 6.0 / 6.7
- multiplicity = 5
- E (a.u.) = -2654.4157
- HOMO level (alpha / beta) (eV) = -5.9 / -7.3
- <S²> = 6.113
- ΔE to the lowest compared entry with this formula, charge and spin (kcal per mole) = 33.4
- lowest unoccupied orbital energy (alpha / beta) (Ha) = 0.0028 / -0.0220

(2)
# C51H43N5O12SW

A structure of composition C51H43N5O12SW in a non-equilibrium geometry (ωB97M-V/def2-TZVPD, the OMol25 dataset).

Last column: Mulliken spin population.
Cartesian coordinates (Å):
W -0.9905 -0.0830 1.3064  1.142
C -0.7203 3.9534 -11.8861  0.000
O -0.8024 4.7731 -10.7335  0.000
C -0.8041 4.1622 -9.5260  -0.001
C -0.7312 2.7876 -9.3422  0.000
C -0.7437 2.2689 -8.0531  -0.001
C -0.8236 3.0961 -6.9421  0.001
C -0.8996 4.4786 -7.1444  -0.001
C -0.8901 5.0044 -8.4155  0.000
C -0.8417 2.5776 -5.5737  -0.002
N -1.0919 3.2902 -4.5008  -0.001
C -1.0114 2.4172 -3.4500  -0.013
C -0.6971 1.1501 -3.8896  -0.016
N -0.5961 1.2679 -5.2527  -0.001
C -0.5350 0.0163 -3.0315  -0.019
C -0.2070 -1.2854 -3.3845  0.088
C -0.0956 -2.2356 -2.3802  -0.002
C -0.3005 -1.8951 -1.0598  0.031
N -0.6163 -0.6409 -0.6929  0.010
C -0.7376 0.2968 -1.6665  0.123
C -1.0795 1.5824 -1.2007  0.066
N -1.2697 1.6555 0.1429  0.063
C -1.5957 2.8541 0.6633  0.047
C -1.7287 3.9811 -0.1179  -0.014
C -1.5441 3.9137 -1.4930  0.086
C -1.2202 2.6895 -2.0560  -0.024
H -0.7304 4.6286 -12.7360  0.000
H -1.5750 3.2761 -11.9533  0.000
H 0.2056 3.3734 -11.8969  0.000
H -0.6728 2.1112 -10.1826  0.000
H -0.7058 1.1907 -7.9430  0.000
H -0.9682 5.1275 -6.2818  0.000
H -0.9486 6.0724 -8.5809  0.000
H -0.3532 0.5387 -5.8989  0.001
H -0.0450 -1.5634 -4.4191  0.001
H 0.1521 -3.2629 -2.6081  -0.008
H -0.2251 -2.6204 -0.2654  0.052
H -1.7750 2.8744 1.7262  0.040
H -1.9954 4.9140 0.3592  0.002
H -1.6595 4.7867 -2.1218  -0.001
C -0.2947 4.5950 6.3261  0.000
O 0.6746 4.9921 5.3661  0.000
C 0.8858 4.1687 4.3188  0.002
C 1.8603 4.6044 3.4000  0.005
C 2.1319 3.8348 2.3082  -0.004
C 1.4583 2.6190 2.0573  0.011
C 1.7785 1.8077 0.9076  0.007
C 2.9271 2.1797 0.0065  0.007
O 1.1384 0.7960 0.6193  0.027
C 0.4783 2.1890 2.9860  -0.003
O -0.1978 1.0811 2.8737  0.073
C 0.2126 2.9841 4.1206  0.013
H -0.3002 5.3685 7.0879  0.000
H -0.0311 3.6383 6.7810  0.000
H -1.2892 4.5220 5.8806  0.000
H 2.3611 5.5438 3.5922  0.001
H 2.8794 4.1730 1.6015  0.000
H 3.8438 2.3394 0.5747  0.000
H 2.6935 3.1067 -0.5250  0.001
H 3.0706 1.3836 -0.7190  0.000
H -0.5547 2.6286 4.7933  0.002
O -6.9698 -1.5290 2.2080  0.011
C -5.8345 -1.2289 1.9823  0.001
C -4.7886 -2.1055 1.2684  -0.013
O -4.9764 -3.2010 0.8047  0.001
C -3.5718 -1.2936 1.3092  0.041
C -3.7849 -0.0715 1.8965  0.047
O -2.7559 0.7298 1.9733  0.009
C -5.1489 0.0889 2.3801  -0.014
O -5.6562 1.0066 2.9794  0.015
O -2.3703 -1.5450 0.8885  0.026
C -0.0218 -7.0348 -0.2225  -0.001
C 1.0256 -5.9762 0.0034  -0.003
C 1.5103 -5.2487 -1.0805  0.000
C 2.4501 -4.2429 -0.9069  0.004
C 2.9297 -3.9654 0.3601  0.000
C 2.4583 -4.6909 1.4512  0.000
N 2.9600 -4.4100 2.7475  0.000
C 3.2467 -3.1129 3.1658  0.003
C 4.4508 -2.8274 3.8091  0.000
C 4.7585 -1.5338 4.2015  0.000
C 3.8879 -0.4930 3.9223  -0.001
C 2.6858 -0.7692 3.2852  -0.010
C 2.3299 -2.0678 2.9459  0.001
C 0.9188 -2.3168 2.4752  0.023
O 0.2842 -3.2714 2.8630  0.016
O 0.4874 -1.4294 1.6036  0.001
C 1.4961 -5.6908 1.2892  0.002
C 0.9717 -6.3858 2.5130  0.000
H -0.2060 -7.1732 -1.2871  0.000
H -0.9688 -6.7550 0.2454  0.000
H 0.2767 -7.9974 0.1966  0.000
H 1.1435 -5.4830 -2.0748  0.000
H 2.8220 -3.6855 -1.7588  0.000
H 3.6723 -3.1913 0.5161  0.000
H 3.4362 -5.1569 3.2227  0.000
H 5.1591 -3.6317 3.9746  0.000
H 5.7001 -1.3383 4.6999  0.000
H 4.1341 0.5242 4.2029  0.000
H 1.9852 0.0250 3.0798  0.014
H 0.7978 -5.6387 3.2883  0.000
H 1.6858 -7.1193 2.9029  0.000
H 0.0394 -6.9109 2.3171  0.000
C -0.1560 -1.0001 5.4973  0.001
S -1.6836 -0.5882 4.6599  0.008
C -2.7288 -1.8279 5.4221  0.002
O -1.5394 -1.1428 3.2637  0.023
H -0.2931 -0.8146 6.5650  0.000
H 0.6099 -0.3356 5.0999  0.000
H 0.1065 -2.0396 5.3037  0.000
H -2.7870 -1.6552 6.4968  0.000
H -2.3169 -2.8103 5.1949  0.000
H -3.7181 -1.7160 4.9798  0.000

Cartesian forces, eV/Å:
W -0.664 -0.516 0.679
C -0.007 0.007 -0.012
O 0.009 0.006 -0.046
C -0.008 0.008 0.032
C 0.005 -0.072 -0.003
C -0.001 -0.013 0.012
C 0.010 0.021 -0.070
C 0.003 -0.018 0.009
C -0.001 0.028 0.020
C -0.006 -0.061 0.164
N -0.052 0.124 -0.024
C 0.044 -0.021 -0.068
C -0.036 0.056 -0.067
N 0.046 -0.057 -0.152
C -0.043 0.163 0.176
C 0.023 -0.119 0.020
C 0.043 -0.107 -0.210
C -0.110 0.175 0.235
N 0.098 -0.202 -0.396
C 0.109 -0.264 -0.104
C -0.083 0.269 0.089
N -0.062 0.547 -0.171
C 0.052 -0.345 0.072
C -0.028 0.220 -0.184
C -0.055 0.146 0.122
C 0.054 -0.269 0.067
H 0.000 0.009 -0.008
H -0.007 0.000 0.010
H 0.009 0.003 0.012
H -0.002 0.018 0.016
H -0.001 0.024 0.004
H 0.002 -0.012 -0.007
H 0.002 -0.021 0.003
H 0.001 0.008 0.005
H -0.008 0.018 0.020
H -0.009 0.044 -0.002
H 0.021 -0.042 0.030
H -0.015 0.013 0.042
H 0.011 -0.018 -0.003
H 0.009 -0.032 -0.007
C -0.006 0.059 -0.001
O -0.072 -0.042 0.099
C -0.012 0.010 -0.011
C 0.034 0.142 0.069
C -0.011 -0.057 -0.093
C 0.019 0.073 0.192
C 0.100 0.058 -0.042
C -0.002 0.144 -0.040
O 0.538 0.083 -0.162
C -0.007 0.149 0.033
O -0.075 -0.233 -0.225
C -0.041 -0.023 -0.010
H 0.025 0.014 -0.003
H 0.029 -0.014 -0.002
H 0.017 -0.005 -0.039
H 0.026 -0.039 -0.054
H -0.010 0.005 0.036
H -0.007 -0.017 -0.024
H 0.042 -0.018 0.016
H 0.006 -0.018 0.018
H 0.003 0.002 -0.002
O -0.115 -0.028 0.015
C 0.072 0.005 -0.001
C -0.013 0.046 -0.002
O 0.012 -0.087 -0.032
C -0.072 0.049 0.113
C 0.011 -0.142 0.016
O -0.166 0.405 0.016
C 0.025 -0.011 -0.033
O -0.024 0.079 0.049
O 0.009 -0.152 -0.314
C -0.030 0.009 0.028
C 0.019 0.008 -0.054
C -0.002 -0.021 -0.006
C -0.015 -0.005 0.004
C -0.020 0.021 0.029
C 0.073 0.054 0.025
N -0.119 0.079 -0.043
C -0.143 0.013 -0.043
C 0.017 0.023 -0.004
C 0.068 -0.098 0.025
C -0.060 0.129 -0.026
C 0.156 -0.066 0.113
C 0.013 -0.005 0.022
C 0.111 -0.077 -0.478
O -0.055 0.025 0.126
O 0.161 -0.175 0.300
C 0.001 -0.010 0.062
C 0.000 -0.030 0.036
H 0.007 0.005 -0.006
H 0.018 -0.013 -0.010
H 0.007 0.014 -0.003
H 0.016 -0.004 0.023
H -0.015 -0.013 0.016
H -0.029 -0.025 -0.005
H 0.052 -0.009 -0.014
H -0.002 0.011 -0.002
H -0.014 -0.006 0.000
H -0.005 -0.030 -0.015
H -0.096 0.053 -0.054
H -0.008 -0.040 -0.005
H -0.012 0.008 -0.022
H 0.019 0.019 -0.007
C 0.014 0.105 0.088
S -0.009 -0.024 0.180
C -0.035 0.081 -0.019
O 0.206 -0.129 0.002
H 0.027 -0.006 -0.059
H -0.009 -0.022 0.014
H -0.055 -0.015 -0.058
H 0.026 0.031 -0.032
H 0.007 0.016 -0.019
H 0.022 -0.034 0.005

- HOMO-LUMO gap (alpha / beta) (eV) = 5.5 / 6.6
- multiplicity = 3
- E (a.u.) = -3611.3365
- HOMO level (alpha / beta) (eV) = -6.0 / -7.6
- <S²> = 2.020
- ΔE to the lowest compared entry with this formula, charge and spin (kcal per mole) = 11.3
- lowest unoccupied orbital energy (alpha / beta) (Ha) = -0.0200 / -0.0379